The following is a quantum chemistry calculation of a cluster of 14 separate species, C26H84N24O14 in total in a non-equilibrium geometry, from the OMol25 dataset.

Element x y z (Å)
C1 4.6753 7.1482 -4.1843
C2 3.0986 7.0326 -3.9949
C3 2.6111 6.1738 -2.8670
O1 2.9908 4.7949 -2.7999
C4 2.6099 4.1215 -4.0102
N1 2.5592 8.3899 -3.9034
H1 5.1042 6.1504 -4.0926
H2 5.1336 7.6590 -3.3375
H3 5.1023 7.4287 -5.1472
H4 2.6698 6.4938 -4.8399
H5 1.5257 6.2449 -2.9372
H6 2.9691 6.7727 -2.0296
H7 1.6717 4.5692 -4.3380
H8 2.4386 3.0668 -3.7950
H9 3.4119 4.3293 -4.7186
H10 3.1862 9.0331 -4.3652
H11 2.3826 8.7732 -2.9858
C5 -5.0611 -2.3725 -3.8412
C6 -4.7210 -1.8624 -2.4406
C7 -5.9871 -1.3804 -1.7596
O2 -6.4549 -0.1766 -2.2888
C8 -7.8733 0.0592 -2.2528
N2 -4.2810 -3.0255 -1.7102
H12 -5.8467 -3.1281 -3.8279
H13 -4.1737 -2.7808 -4.3250
H14 -5.4864 -1.6385 -4.5257
H15 -3.9721 -1.0705 -2.4431
H16 -5.9261 -1.2071 -0.6852
H17 -6.7846 -2.0966 -1.9573
H18 -8.0171 1.1250 -2.4306
H19 -8.3894 -0.0286 -1.2967
H20 -8.4410 -0.3720 -3.0773
H21 -3.4678 -3.1997 -2.2833
H22 -3.7645 -2.7749 -0.8793
C9 5.0732 -5.4750 2.3765
C10 3.6561 -5.3463 2.4808
C11 2.7505 -5.1710 1.2262
O3 3.2391 -4.3489 0.2133
C12 2.4581 -4.2593 -0.9987
N3 3.1630 -6.3409 3.4508
H23 5.1758 -6.2422 1.6091
H24 5.6583 -5.6650 3.2763
H25 5.6137 -4.5939 2.0307
H26 3.4195 -4.4050 2.9770
H27 1.7625 -4.7694 1.4516
H28 2.5748 -6.1554 0.7924
H29 2.5622 -5.2554 -1.4290
H30 2.7765 -3.5216 -1.7352
H31 1.4166 -4.0921 -0.7240
H32 3.3180 -6.0607 4.4087
H33 2.1565 -6.3894 3.3814
C13 -0.3281 2.1061 -2.2163
C14 -0.3974 1.5171 -0.8669
C15 -0.8281 0.0171 -0.8181
O4 -0.8181 -0.2671 0.5973
C16 -0.7683 -1.6875 0.8002
N4 0.8831 1.8080 -0.0448
H34 -1.3099 2.3922 -2.5935
H35 0.2251 1.6325 -3.0274
H36 0.2573 3.0250 -2.2492
H37 -1.1794 1.9650 -0.2538
H38 -0.0867 -0.5719 -1.3580
H39 -1.7733 -0.0132 -1.3601
H40 0.1979 -2.0800 0.4832
H41 -1.5715 -2.2149 0.2857
H42 -0.8732 -1.8961 1.8649
H43 1.4952 1.0328 -0.2556
H44 0.5862 1.3463 0.8030
C17 4.7049 4.3932 0.9406
O5 5.7109 4.4780 1.6248
N5 4.6514 4.9063 -0.2565
N6 3.5336 3.8989 1.1929
H45 3.8622 4.7143 -0.8568
H46 5.4842 5.3856 -0.5675
H47 2.7712 3.9965 0.5377
H48 3.3847 3.2024 1.9090
C18 -0.3678 -2.7853 -3.2898
O6 -1.3257 -2.3026 -2.8025
N7 0.2988 -2.2240 -4.1713
N8 0.0091 -4.0532 -3.0837
H49 -0.0978 -1.3825 -4.5646
H50 1.0434 -2.7375 -4.6208
H51 -0.5297 -4.5246 -2.3712
H52 0.9258 -4.3056 -3.4243
C19 0.4837 5.7918 1.2322
O7 0.5447 5.8001 0.0158
N9 0.0317 4.7464 1.9388
N10 0.8662 6.6948 2.1070
H53 -0.3447 4.7911 2.8750
H54 -0.1227 3.8988 1.4116
H55 1.1333 6.3483 3.0173
H56 1.3267 7.5202 1.7509
C20 -2.2775 1.2777 3.3913
O8 -2.1267 2.1356 4.3496
N11 -1.9529 0.0497 3.6408
N12 -2.5170 1.5482 2.1634
H57 -1.5766 -0.5966 2.9619
H58 -1.7658 -0.0302 4.6301
H59 -2.7609 2.4867 1.8808
H60 -2.6527 0.8198 1.4770
C21 3.4786 -0.4537 -1.8309
O9 3.7835 -0.6431 -3.0147
N13 3.9890 0.4921 -1.1101
N14 2.7652 -1.1630 -1.0578
H61 3.6827 0.6425 -0.1595
H62 4.5966 1.1177 -1.6195
H63 2.6786 -0.8879 -0.0898
H64 2.3896 -2.0073 -1.4654
C22 1.6758 2.4336 4.0479
O10 2.7884 2.8252 4.0651
N15 0.7008 2.8589 4.7819
N16 1.3787 1.3786 3.3906
H65 0.8884 3.7202 5.2748
H66 -0.2374 2.4950 4.6949
H67 0.3972 1.1421 3.3624
H68 2.0275 0.9647 2.7366
C23 -4.6640 -4.3402 1.4210
O11 -3.7441 -3.5881 1.4905
N17 -5.5029 -4.6001 2.3957
N18 -5.1455 -4.8050 0.2723
H69 -5.2373 -4.3436 3.3358
H70 -6.3514 -5.1478 2.3793
H71 -5.8090 -5.5621 0.1911
H72 -4.7318 -4.3869 -0.5488
C24 3.5627 -1.0303 2.6574
O12 3.2332 -0.3831 1.6729
N19 3.1675 -0.9238 3.9247
N20 4.3298 -2.0923 2.6153
H73 3.2049 -1.6292 4.6466
H74 2.5715 -0.1205 4.0646
H75 4.3368 -2.6326 1.7620
H76 4.5374 -2.4697 3.5289
C25 -4.3699 2.4615 -0.5416
O13 -3.8044 3.1069 0.2779
N21 -5.1481 1.4424 -0.3201
N22 -4.3318 2.7306 -1.7958
H77 -5.6615 0.9108 -1.0086
H78 -5.1176 1.2517 0.6712
H79 -4.0139 3.6522 -2.0599
H80 -4.9546 2.1887 -2.3776
C26 -1.2185 -6.4323 3.2572
O14 -0.1028 -6.7648 3.3840
N23 -1.6436 -5.2191 3.1440
N24 -2.1605 -7.3368 3.1848
H81 -0.9457 -4.5103 3.3189
H82 -2.6487 -5.1352 3.1987
H83 -1.8201 -8.2876 3.2000
H84 -3.1254 -7.1334 3.4033

Values from the calculation:
Kohn-Sham gap = 0.3019 Ha
HOMO energy = -8.353 eV
ΔE to the lowest compared entry with this formula, charge and spin = 156.1 kcal/mol